a | C4H14NO3 | wB97M-V/def2-TZVPD

ORCA input file:
```
! RIJCOSX wB97M-V def2-TZVPD def2/J DEFGRID3
* xyz 1 1
C 1.50964 -0.25712 -0.60681
O 2.63805 -0.10697 0.30401
C 0.12806 -0.37919 0.12985
C -1.06120 -0.40181 -0.83168
C -2.32016 -0.28102 -0.00952
O -2.28782 -1.34707 0.92501
N 0.14484 0.91145 1.01736
H 1.51868 0.47001 -1.41625
H 1.71839 -1.25594 -1.04085
H 2.20710 0.35950 1.07815
H 0.14165 -1.32509 0.70828
H -1.04236 0.39575 -1.57066
H -0.94355 -1.35650 -1.38313
H -2.13376 0.65194 0.55919
H -3.24924 -0.18469 -0.59555
H -3.00046 -1.17411 1.65106
H 4.84555 -4.23325 0.54854
H -0.20562 0.61995 1.98234
H 5.39257 -3.77506 0.38645
H 0.53616 3.10236 -1.33622
H 0.16612 2.12675 -0.09401
O 0.08688 2.34318 -1.06526
*
```

For the frontier orbital gap, the calculation gives 5.292 eV. The highest occupied orbital energy is -15.178 eV.


b | C4H14NO3 | wB97M-V/def2-TZVPD

ORCA input file:
```
! RIJCOSX wB97M-V def2-TZVPD def2/J DEFGRID3
* xyz 1 1
C -1.81732 -0.90644 1.40812
C -0.46571 -0.56249 1.02209
C -0.05336 0.56530 0.46279
N 1.41768 0.76218 0.36327
C 1.93808 1.09823 -0.73946
H -2.03926 -1.79597 2.01668
H -2.37587 -0.12478 1.94440
H -2.35741 -1.14437 0.43400
H 0.32403 -1.32472 1.23865
H -0.59699 1.38994 0.05812
H 2.06692 0.47748 1.14212
H 3.03458 1.29088 -0.78251
H 1.55436 1.63488 -1.61607
H 2.29014 -0.85128 2.68913
H 3.65398 -0.80964 2.12594
O 2.95616 -0.20308 2.41305
H -0.95442 2.16585 -2.67415
H 0.13770 1.59390 -3.51320
O 0.00173 2.00821 -2.65351
H -3.14343 -2.45232 -1.52566
H -2.96280 -1.15773 -2.28378
O -2.60880 -1.65404 -1.53001
*
```

For the frontier orbital gap, the calculation gives 9.347 eV. The highest occupied orbital energy is -13.460 eV.


The energy of each structure relative to the most stable one, in hartree, is as follows: a 0.2383; b 0.0000.


a | C4H14NO | wB97M-V/def2-TZVPD

ORCA input file:
```
! RIJCOSX wB97M-V def2-TZVPD def2/J DEFGRID3
* xyz 1 1
C 1.35081 0.09963 -0.99350
C -0.16106 -0.10090 -1.04984
N -0.66785 -0.55905 0.29891
C -0.16475 -1.89857 0.77286
C -0.89123 1.16241 -1.41217
H 1.53702 0.93883 -0.33959
H 1.65391 0.45554 -1.98138
H 1.89410 -0.83400 -0.93707
H -0.41940 -0.91251 -1.73253
H -0.55740 0.17133 1.02059
H -1.65841 -0.77315 0.17959
H -0.41193 -2.65633 0.04206
H 0.88802 -1.76781 0.99172
H -0.51200 -2.02174 1.79647
H -0.45817 1.61677 -2.30338
H -0.73283 1.95530 -0.66889
H -1.96741 1.05909 -1.51044
H 1.14592 1.01245 2.72071
H -0.17297 1.85122 2.81726
O 0.30565 1.20149 2.28862
*
```

For the frontier orbital gap, the calculation gives 13.339 eV. The highest occupied orbital energy is -16.297 eV.


b | C4H14NO | wB97M-V/def2-TZVPD

ORCA input file:
```
! RIJCOSX wB97M-V def2-TZVPD def2/J DEFGRID3
* xyz 1 1
C 0.31660 -1.51183 -1.57149
C 0.09606 -0.72782 -0.12096
N 0.41491 0.76102 -0.38908
C -0.20250 1.46313 -1.61293
C 1.09626 -1.13884 0.85902
H 1.20516 -1.30276 -2.15368
H 0.24162 -2.60110 -1.45738
H -0.58773 -1.36987 -2.13099
H -0.93574 -0.77797 0.03887
H 1.47873 0.78623 -0.42333
H 0.26571 1.26280 0.49486
H -1.22103 1.11988 -1.79050
H 0.32443 1.03665 -2.52522
H -0.08524 2.55546 -1.70710
H 2.18314 -0.96062 0.65932
H 1.01836 -0.32895 1.63066
H 1.12726 -2.14842 1.28161
H -2.47310 0.70401 2.33634
H -1.50911 1.09729 3.40119
O -1.47192 0.88655 2.46838
*
```

For the frontier orbital gap, the calculation gives 12.391 eV. The highest occupied orbital energy is -15.347 eV.


The energy of each structure relative to the most stable one, in hartree, is as follows: a 0.0000; b 0.0466.


a | C3H3OS | wB97M-V/def2-TZVPD

ORCA input file:
```
! RIJCOSX wB97M-V def2-TZVPD def2/J DEFGRID3
* xyz 1 1
C -0.07833 -0.01540 0.01418
C 0.93690 -1.00920 0.00547
C 0.30587 1.24425 0.00185
O 2.12152 1.10719 0.00034
S 2.46836 -0.37655 -0.00067
H -1.12149 -0.29498 0.00550
H 0.73245 -2.06574 -0.01042
H 0.08008 2.28437 0.00311
*
```

For the frontier orbital gap, the calculation gives 9.420 eV. The highest occupied orbital energy is -15.988 eV.


b | C3H3OS | wB97M-V/def2-TZVPD

ORCA input file:
```
! RIJCOSX wB97M-V def2-TZVPD def2/J DEFGRID3
* xyz 1 1
C 0.07399 0.01578 0.00073
C -0.95318 1.00001 -0.00553
C -0.23200 -1.25333 0.00177
O -2.18104 -1.10072 -0.00358
S -2.48104 0.36886 0.00283
H 1.11438 0.31962 0.02526
H -0.76252 2.05964 -0.01576
H -0.04322 -2.30157 -0.00911
*
```

For the frontier orbital gap, the calculation gives 9.252 eV. The highest occupied orbital energy is -15.806 eV.


The energy of each structure relative to the most stable one, in hartree, is as follows: a 0.0000; b 0.0186.


a | C5H16N4 | wB97M-V/def2-TZVPD

ORCA input file:
```
! RIJCOSX wB97M-V def2-TZVPD def2/J DEFGRID3
* xyz 0 1
C 0.90806 -1.18532 -0.91236
C 0.51594 1.46925 1.49426
C 0.72363 -2.64184 -1.34362
C 0.23450 -0.22840 -1.90188
C 0.55966 2.63319 0.53016
N -1.31593 0.31204 0.64017
N -0.81795 -0.93901 0.75669
N 0.52040 -1.03745 0.50547
N -2.42607 0.51635 1.38643
H -1.06242 -1.40618 1.63716
H 0.82606 0.03425 0.87252
H 1.98093 -0.96774 -0.89753
H -2.67711 -0.17788 2.08761
H -3.20235 0.88091 0.85410
H -0.17955 1.62276 2.31893
H 1.48772 1.28336 1.96359
H 1.23931 -3.31311 -0.65662
H 0.66983 -0.35819 -2.89536
H -0.33735 -2.90190 -1.34493
H 1.11405 -2.80077 -2.35144
H -0.83590 -0.42754 -1.96561
H 0.35663 0.80911 -1.59806
H -0.40671 2.77749 0.04454
H 1.30289 2.47334 -0.25588
H 0.82173 3.57326 1.03165
*
```

For the frontier orbital gap (spin up / spin down), the calculation gives 7.753 / 8.212 eV. The highest occupied orbital energy (spin up / spin down) is -7.214 / -7.393 eV.


b | C5H16N4 | wB97M-V/def2-TZVPD

ORCA input file:
```
! RIJCOSX wB97M-V def2-TZVPD def2/J DEFGRID3
* xyz 0 1
C 0.49322 -1.34177 2.60257
N 0.12439 -0.79538 1.31640
C -0.49334 -1.53373 0.46188
C -0.91529 -2.96240 0.73107
N -0.74926 -1.06242 -0.77911
H -0.37127 -1.68380 3.18559
H 1.18731 -2.18757 2.52118
H 0.99281 -0.56010 3.17593
H -0.04351 -3.57139 0.97327
H -1.41823 -3.40417 -0.12674
H -1.58992 -2.99775 1.58762
H -0.55728 -0.06747 -1.02364
H -1.39399 -1.56723 -1.36090
C -0.26463 2.15367 -2.72106
N -0.18248 1.66611 -1.36541
C 1.10613 1.83814 -0.71618
N 0.57064 1.95745 0.66155
H 0.35304 1.54256 -3.39318
H 0.07185 3.19802 -2.83981
H -1.29532 2.07702 -3.07087
H -0.62068 2.11507 -0.30036
H 1.61303 2.78335 -0.98060
H 1.76273 0.96544 -0.86499
H 0.41124 0.99773 1.04047
H 1.20884 2.44063 1.28535
*
```

For the frontier orbital gap, the calculation gives 9.335 eV. The highest occupied orbital energy is -8.284 eV.


The energy of each structure relative to the most stable one, in hartree, is as follows: a 0.1436; b 0.0000.


a | C3H6N2S3 | wB97M-V/def2-TZVPD

ORCA input file:
```
! RIJCOSX wB97M-V def2-TZVPD def2/J DEFGRID3
* xyz 0 1
C -0.63057 -1.31399 0.54017
C -1.27235 -0.02199 0.51835
C 0.78179 1.05597 -1.10445
H 1.19644 -1.30464 1.58782
H -0.36082 -1.08470 2.63912
H -1.56736 -1.80660 0.70260
H -0.32129 -1.82718 -0.34799
H 0.95675 1.61631 -2.09034
H 2.79766 -1.92509 -1.54455
N 0.07356 -1.59641 1.74570
N 1.39498 0.01396 -0.90049
S -2.61543 0.25739 1.45271
S -0.60759 1.52112 0.03467
S 2.83212 -0.58544 -1.89910
*
```

For the frontier orbital gap, the calculation gives 8.233 eV. The highest occupied orbital energy is -8.876 eV.


b | C3H6N2S3 | wB97M-V/def2-TZVPD

ORCA input file:
```
! RIJCOSX wB97M-V def2-TZVPD def2/J DEFGRID3
* xyz 0 1
C -2.48179 -0.61178 0.72083
S -0.68126 -0.53162 0.83362
C -0.33499 -0.58319 -0.85810
N 0.85618 -0.59594 -1.44468
S 2.30707 -0.89894 -0.56288
C 2.24488 0.30020 0.73620
N 1.98033 1.56822 0.70512
S 1.58123 2.44200 -0.70033
H -2.84895 -1.54574 0.27941
H -2.89056 0.20248 0.09363
H -2.90293 -0.55926 1.73352
H -1.17413 -0.60390 -1.56491
H 2.70461 -0.07967 1.65640
H 1.64032 1.49713 -1.62782
*
```

For the frontier orbital gap, the calculation gives 8.998 eV. The highest occupied orbital energy is -8.616 eV.


The energy of each structure relative to the most stable one, in hartree, is as follows: a 0.0565; b 0.0000.


a | C5H11BrN | wB97M-V/def2-TZVPD

ORCA input file:
```
! RIJCOSX wB97M-V def2-TZVPD def2/J DEFGRID3
* xyz 1 1
C 1.69929 -2.33167 -0.39439
C 0.72992 -1.68064 -0.89144
C -1.35859 1.42856 -0.51849
C 1.03135 0.45191 -0.57789
C 0.00071 1.17118 0.17329
N -0.16982 0.27406 1.39142
Br 2.80751 0.59672 0.32849
H 1.73959 -3.37677 -0.42335
H 2.40266 -1.89284 0.28964
H -0.00984 -1.78772 -1.58181
H -1.09609 2.15812 -1.31699
H -1.83132 1.97866 0.38553
H -1.87943 0.66270 -0.94458
H 1.20473 0.54041 -1.68156
H 0.32163 2.05811 0.72585
H -0.33334 -0.63207 0.95734
H -1.00616 0.55071 1.92814
H 0.78592 0.27859 1.84489
*
```

For the frontier orbital gap, the calculation gives 10.266 eV. The highest occupied orbital energy is -13.610 eV.


b | C5H11BrN | wB97M-V/def2-TZVPD

ORCA input file:
```
! RIJCOSX wB97M-V def2-TZVPD def2/J DEFGRID3
* xyz 1 1
C 0.86869 -1.48875 0.85290
C -0.19646 -0.80392 0.46467
C -1.49415 -0.85588 1.26062
C -0.08947 0.50328 -0.84119
C -0.16653 1.80540 -0.25465
N 1.32985 0.30667 -1.36470
Br -1.54051 0.00141 -2.18015
H 1.90123 -1.58307 0.52026
H 0.74150 -2.23624 1.60160
H -2.36087 -0.47247 0.77224
H -1.57733 -0.26558 2.18457
H -1.54909 -1.89386 1.50387
H -0.38648 2.63784 -0.91930
H -0.97121 1.73058 0.51026
H 0.69058 2.00218 0.31024
H 1.75194 -0.29335 -0.63020
H 1.32835 -0.36220 -2.19225
H 1.71997 1.26796 -1.59880
*
```

For the frontier orbital gap, the calculation gives 10.790 eV. The highest occupied orbital energy is -14.291 eV.


c | C5H11BrN | wB97M-V/def2-TZVPD

ORCA input file:
```
! RIJCOSX wB97M-V def2-TZVPD def2/J DEFGRID3
* xyz 1 1
C -0.12325 1.06869 -0.13957
C 0.96855 0.30264 -0.05561
C -0.18277 2.36322 0.53526
C -1.40714 0.75749 -0.72521
C 0.54813 -1.77328 -0.64905
N 0.47152 -2.44752 0.71225
Br 2.81619 0.60529 0.15679
H -0.30024 2.31258 1.59902
H -0.96025 2.96743 0.06590
H 0.78559 2.80899 0.37068
H -1.41779 1.13342 -1.70424
H -2.10094 1.30103 -0.13103
H -1.64870 -0.24583 -0.76738
H -0.41300 -1.61107 -1.16732
H 1.46516 -2.00007 -1.14348
H 1.06810 -1.78710 1.32009
H 0.94870 -3.34062 0.55290
H -0.51786 -2.41529 1.17000
*
```

For the frontier orbital gap, the calculation gives 8.836 eV. The highest occupied orbital energy is -12.711 eV.


The energy of each structure relative to the most stable one, in hartree, is as follows: a 0.0482; b 0.0000; c 0.0581.